A molecular structure, C19H43LaN2OP3Se in a non-equilibrium geometry. Source: the OMol25 dataset; level of theory: ωB97M-V/def2-TZVPD.

The geometry in ORCA input format:
```
! RIJCOSX wB97M-V def2-TZVPD def2/J DEFGRID3
* xyz 3 1
La 0.0000 0.0000 0.0000
P 0.2395 -1.8666 -1.3801
P 0.9726 1.4743 -1.5496
P -1.5258 -1.0062 1.4503
H -4.6601 8.4063 1.5282
C -4.8321 8.0768 2.5496
C -4.0436 8.4595 3.5510
H -3.1938 9.1178 3.3904
C -0.9718 -2.1099 -2.7514
C 1.8321 -2.0337 -2.3086
C 0.1971 -3.5743 -0.6640
C 0.8046 3.2452 -1.0946
C 2.7651 1.4656 -2.0304
C 0.2847 1.5049 -3.2642
C -2.2964 0.1479 2.6529
C -1.0578 -2.3968 2.5863
C -3.0400 -1.7914 0.7443
H -5.6819 7.4183 2.7101
H -4.2156 8.1298 4.5724
H -0.7033 -2.9625 -3.3853
H -1.0262 -1.2037 -3.3594
H -1.9637 -2.2729 -2.3199
H 1.9153 -3.0112 -2.7969
H 2.6666 -1.9100 -1.6118
H 1.9087 -1.2516 -3.0672
H 0.3500 -4.3269 -1.4456
H -0.7673 -3.7591 -0.1854
H 0.9797 -3.6819 0.0898
H 1.4993 3.8667 -1.6708
H 1.0064 3.3583 -0.0262
H -0.2222 3.5639 -1.2853
H 2.8641 1.8302 -3.0586
H 3.1764 0.4544 -1.9738
H 3.3464 2.1154 -1.3751
H 0.8802 2.1802 -3.8879
H -0.7506 1.8502 -3.2285
H 0.3186 0.5044 -3.7043
H -2.8614 -0.3950 3.4189
H -2.9635 0.8197 2.1077
H -1.5191 0.7537 3.1257
H -1.9456 -2.7546 3.1189
H -0.3129 -2.0860 3.3215
H -0.6443 -3.2244 2.0033
H -3.5287 -2.4072 1.5073
H -2.7786 -2.4253 -0.1069
H -3.7165 -1.0075 0.3992
C -2.8929 2.3543 -0.4005
C -2.2140 3.1880 0.4977
C -2.8337 4.3242 1.0198
C -4.1401 4.6529 0.6578
C -4.8232 3.8254 -0.2386
C -4.2103 2.6900 -0.7621
Se -2.1561 0.7678 -1.1989
H -0.1125 1.3289 0.9642
H -1.1970 2.9298 0.7806
H -2.2865 4.9560 1.7159
H -4.6204 5.5378 1.0658
H -5.8425 4.0649 -0.5323
H -4.7503 2.0528 -1.4577
C 3.7878 -2.5194 2.3521
N 3.9152 -1.0897 2.1320
C 2.9540 -0.3403 1.5221
N 3.1268 0.9917 1.3686
O 1.9354 -0.8821 1.1193
H 2.8276 -2.9284 1.9709
H 3.8420 -2.7316 3.4408
H 4.6177 -3.0511 1.8408
H 4.7770 -0.6315 2.4678
H 2.4011 1.5676 0.9270
H 3.9863 1.4524 1.7031
*
```

The gap between HOMO and LUMO (spin up / spin down) is 3.838 / 3.004 eV. As for the energy above the lowest of the compared OMol25 structures with the same formula, charge and spin: 6.1246 eV.



C7H14N6 in the gas phase. Source: the OMol25 dataset; level of theory: ωB97M-V/def2-TZVPD.

The geometry in ORCA input format:
```
! RIJCOSX wB97M-V def2-TZVPD def2/J DEFGRID3
* xyz 0 1
N -2.8750 -0.6417 1.1292
C -2.0583 -0.0389 0.5888
C -0.9953 0.6655 -0.1333
C -1.5365 2.0378 -0.6298
N -2.3644 1.9566 -1.8222
C 0.2531 0.8437 0.7692
C -0.1785 1.4591 2.0367
N -0.5301 1.9501 3.0118
C 1.0270 -0.4470 1.1061
C 1.3534 -1.3832 -0.0816
N 0.1972 -2.1770 -0.5155
N 1.8504 -0.6777 -1.2596
N 2.3743 -2.3169 0.4119
H -0.7424 0.0598 -0.9988
H -0.6851 2.6968 -0.8096
H -2.1211 2.4831 0.1732
H -2.1284 1.1632 -2.4013
H -3.3457 1.9116 -1.5912
H 0.9088 1.5876 0.3160
H 1.9728 -0.1546 1.5649
H 0.4867 -1.0122 1.8640
H -0.6315 -1.9125 0.0040
H 0.3822 -3.1345 -0.2407
H 1.1470 -0.5554 -1.9707
H 2.3294 0.1866 -1.0505
H 3.0892 -1.8243 0.9306
H 2.8210 -2.7255 -0.4018
*
```

The gap between HOMO and LUMO is 10.044 eV. The SMILES is N#C[C@@H](CN)[C@@H](C#N)CC(N)(N)N.



A molecular structure, C38H29MoN3O7P2Te. Source: the OMol25 dataset; level of theory: ωB97M-V/def2-TZVPD.

The geometry in ORCA input format:
```
! RIJCOSX wB97M-V def2-TZVPD def2/J DEFGRID3
* xyz 2 1
Mo -1.0038 -0.2909 -1.3658
Te 0.6602 2.6855 0.9113
C 2.1890 2.0120 2.1977
C 1.8774 1.2707 3.3311
C 2.9239 0.8211 4.1287
N 4.2030 1.0755 3.8697
C 4.4852 1.8245 2.8086
C 3.5181 2.3172 1.9378
C 0.5337 0.7341 0.0264
P -0.0454 -0.7246 0.8096
C 1.0122 -2.1343 1.0217
C 2.2770 -2.0084 1.5961
C 3.0572 -3.1415 1.7510
C 2.5766 -4.3807 1.3414
C 1.3126 -4.5018 0.7759
C 0.5219 -3.3764 0.6104
C -1.1883 -0.5025 2.1386
C -1.2294 -1.4477 3.1659
C -2.1474 -1.2912 4.1924
C -3.0161 -0.2089 4.1886
C -2.9770 0.7306 3.1622
C -2.0669 0.5873 2.1330
P 1.3897 0.0933 -1.3737
C 2.8998 -0.8379 -1.3496
C 2.9381 -2.1302 -1.8714
C 4.1306 -2.8332 -1.8377
C 5.2615 -2.2551 -1.2743
C 5.2152 -0.9711 -0.7446
C 4.0322 -0.2517 -0.7803
C 1.2848 1.2721 -2.6948
C 2.0386 1.0355 -3.8591
C 1.7904 1.7868 -4.9875
C 0.7774 2.7502 -4.9865
C 0.0312 2.9819 -3.8473
C 0.2849 2.2510 -2.6887
H 0.8519 1.0563 3.6055
H 2.7211 0.2348 5.0187
H 5.5338 2.0457 2.6413
H 3.8057 2.9240 1.0886
H 2.6453 -1.0415 1.9181
H 4.0389 -3.0587 2.1983
H 3.1913 -5.2619 1.4704
H 0.9421 -5.4699 0.4674
H -0.4690 -3.4665 0.1781
H -0.5540 -2.2937 3.1636
H -2.1846 -2.0159 4.9939
H -3.7302 -0.0923 4.9931
H -3.6517 1.5763 3.1749
H -2.0214 1.3354 1.3502
H 2.0511 -2.5810 -2.2983
H 4.1781 -3.8323 -2.2495
H 6.1896 -2.8109 -1.2487
H 6.1007 -0.5300 -0.3073
H 3.9884 0.7457 -0.3622
H 2.8223 0.2890 -3.8599
H 2.3840 1.6324 -5.8786
H 0.5897 3.3269 -5.8824
H -0.7331 3.7474 -3.8353
H -0.2689 2.4971 -1.7949
O -4.3834 -2.2752 -1.0171
C -3.7238 -1.3092 -0.8370
O -2.3475 -1.4147 -0.6781
C -4.2479 0.0776 -0.6518
C -5.5401 0.2261 -0.1660
C -6.0336 1.4969 0.0433
C -5.2980 2.6332 -0.2321
C -4.0163 2.4691 -0.7154
C -3.4825 1.2047 -0.9552
O -2.2754 1.0875 -1.5627
N -3.2047 3.6666 -0.9793
O -3.7634 4.6326 -1.4233
O -2.0138 3.5961 -0.7074
N -7.4007 1.6537 0.5932
O -7.7906 2.7862 0.7637
O -8.0081 0.6356 0.8335
H -6.1491 -0.6413 0.0514
H -5.7156 3.6184 -0.0712
C -0.6412 -1.3378 -3.1127
H -0.3892 -2.3470 -2.7579
H 0.0935 -0.9827 -3.8272
H -1.6376 -1.3738 -3.5723
*
```

The gap between HOMO and LUMO is 6.159 eV. As for the energy above the lowest of the compared OMol25 structures with the same formula, charge and spin: 0.0889 eV.



A molecular structure, H4N3P in a non-equilibrium geometry. Source: the OMol25 dataset; level of theory: ωB97M-V/def2-TZVPD.

The geometry in ORCA input format:
```
! RIJCOSX wB97M-V def2-TZVPD def2/J DEFGRID3
* xyz 0 1
N 1.1894 -1.0333 0.0894
N 0.7316 1.2611 0.4571
N 0.4469 0.0352 0.1661
P -1.2800 0.0802 0.2728
H 0.5379 -1.8224 0.0547
H 1.6364 1.5837 0.3227
H -1.7560 -0.9127 -0.5379
H -1.5063 0.8081 -0.8250
*
```

The gap between HOMO and LUMO is 9.750 eV. As for the energy above the lowest of the compared OMol25 structures with the same formula, charge and spin: 2.1985 eV.



8 unconnected molecules or ions with the total composition C52H112F6N6O6S2 in a non-equilibrium geometry. Source: the OMol25 dataset; level of theory: ωB97M-V/def2-TZVPD.

The geometry in ORCA input format:
```
! RIJCOSX wB97M-V def2-TZVPD def2/J DEFGRID3
* xyz 4 1
C 5.6131 -3.5437 -0.6765
C 6.0439 -2.2879 -1.4263
C 5.2092 -1.0443 -1.2371
N 6.1055 0.2944 -1.2584
C 7.2191 0.2893 -0.1943
C 6.5270 0.6929 -2.6846
C 5.3494 1.3486 -3.3264
C 4.3710 1.6312 -2.1998
C 5.1541 1.4889 -0.8724
H 5.7301 -3.4100 0.3989
H 6.1732 -4.4179 -1.0085
H 4.5758 -3.7328 -0.9529
H 6.0055 -2.5490 -2.4839
H 7.1046 -2.2079 -1.1887
H 4.7048 -1.0926 -0.2720
H 4.4454 -1.0257 -2.0144
H 7.6977 1.2668 -0.1354
H 8.0347 -0.3812 -0.4652
H 6.7804 -0.0024 0.7600
H 7.1357 1.5748 -2.4854
H 7.0417 -0.0812 -3.2538
H 5.6039 2.2549 -3.8759
H 4.9007 0.6583 -4.0408
H 3.8457 2.5806 -2.3040
H 3.6204 0.8409 -2.1903
H 5.8666 2.2852 -0.6574
H 4.5107 1.3037 -0.0123
C 0.8031 -5.6838 -0.2289
C -0.6943 -5.2128 -0.2649
C -0.8001 -3.8546 0.2654
N -2.3381 -3.4073 0.2949
C -2.9158 -3.2387 -1.1177
C -2.4953 -2.0788 1.1005
C -3.9160 -1.9146 1.6191
C -4.3348 -3.3349 1.7477
C -3.2739 -4.3431 1.1679
H 1.1834 -5.8366 0.7811
H 1.4478 -4.9449 -0.7048
H 1.0155 -6.6567 -0.6720
H -1.3634 -5.9339 0.2047
H -0.9287 -5.1175 -1.3251
H -0.3480 -3.1091 -0.3887
H -0.4333 -3.6573 1.2727
H -3.0186 -4.2805 -1.4212
H -2.1418 -2.7944 -1.7434
H -3.8683 -2.7266 -0.9813
H -2.1505 -1.1959 0.5623
H -1.7920 -2.1466 1.9306
H -4.4526 -1.3490 0.8574
H -3.9507 -1.3542 2.5534
H -5.2484 -3.2812 1.1557
H -4.6744 -3.7115 2.7126
H -3.7493 -5.1767 0.6511
H -2.5771 -4.7077 1.9227
C -2.2087 3.5739 8.2451
C -2.1741 2.4422 7.2253
C -3.1381 2.5548 6.1201
N -2.9300 1.4150 5.0202
C -3.1088 0.0118 5.5951
C -1.5419 1.4027 4.4195
C -1.6325 0.9021 2.9098
C -2.9178 1.5633 2.5025
C -3.7882 1.6506 3.7861
H -3.0391 3.4003 8.9295
H -2.2513 4.5995 7.8782
H -1.4290 3.4878 9.0019
H -2.3883 1.4935 7.7173
H -1.1333 2.3513 6.9143
H -2.7392 3.4081 5.5716
H -4.1848 2.6343 6.4135
H -4.0917 0.0096 6.0662
H -2.3421 -0.0477 6.3676
H -2.9344 -0.7258 4.8116
H -0.7509 0.9128 4.9873
H -1.2579 2.4526 4.4904
H -1.7270 -0.1822 2.8512
H -0.7577 1.1768 2.3205
H -3.4297 1.0804 1.6701
H -2.5950 2.5615 2.2067
H -4.5588 0.8799 3.7669
H -4.3797 2.5662 3.7962
C 0.3302 4.9140 -2.7599
C -0.7612 5.2809 -1.7191
C -2.2265 4.9414 -2.3393
N -3.4011 5.0765 -1.3481
C -3.1448 6.4010 -0.5361
C -4.7594 5.0027 -2.0156
C -5.7199 4.7410 -0.7728
C -4.9011 3.7793 0.0939
C -3.4159 3.9579 -0.2537
H 0.1843 3.8983 -3.1275
H 1.3002 4.9975 -2.2698
H 0.2884 5.5446 -3.6481
H -0.6287 6.3085 -1.3808
H -0.7176 4.5582 -0.9043
H -2.1760 3.9490 -2.7872
H -2.4331 5.6384 -3.1515
H -2.9065 7.1553 -1.2860
H -2.2961 6.3482 0.1458
H -4.0640 6.6940 -0.0287
H -5.0053 5.9416 -2.5118
H -4.6665 4.2772 -2.8237
H -5.9317 5.7050 -0.3103
H -6.6498 4.2236 -1.0087
H -5.1822 4.0316 1.1163
H -5.1198 2.7172 -0.0164
H -2.7926 4.2809 0.5802
H -3.1158 3.0150 -0.7107
C 1.3415 -3.7477 -3.4259
C 0.8553 -3.2228 -4.7772
C 0.8705 -1.7031 -4.9425
N 0.3090 -1.0567 -6.2295
C -1.2361 -1.3840 -6.4060
C -1.9392 -0.4775 -7.3373
C -1.6376 1.0510 -7.0893
C -0.1670 1.3301 -7.1108
C 0.5965 0.4626 -6.1065
C 1.0539 -1.6963 -7.4407
H 2.4072 -3.5400 -3.3306
H 1.3104 -4.8355 -3.3633
H 0.9389 -3.3301 -2.5031
H -0.1987 -3.4896 -4.8548
H 1.4949 -3.7026 -5.5180
H 1.9014 -1.3489 -4.9471
H 0.4918 -1.1931 -4.0568
H -1.5762 -1.2263 -5.3825
H -1.2056 -2.4375 -6.6843
H -3.0206 -0.6137 -7.3516
H -1.7032 -0.7317 -8.3707
H -2.1054 1.3303 -6.1452
H -2.1742 1.6690 -7.8092
H -0.0196 2.3953 -6.9324
H 0.2851 1.2041 -8.0946
H 0.3066 0.7524 -5.0965
H 1.6755 0.5832 -6.2023
H 0.5953 -1.4992 -8.4097
H 1.0587 -2.7759 -7.2904
H 2.0816 -1.3469 -7.5393
C 2.9698 2.3898 3.6440
C 3.3268 0.8942 3.9372
C 2.1088 -0.0193 4.1106
N 2.4353 -1.4885 4.4791
C 3.0294 -2.2985 3.2948
C 3.0781 -3.8280 3.5805
C 1.7037 -4.4064 3.9949
C 1.1750 -3.6279 5.1699
C 1.1034 -2.0860 4.9802
C 3.4220 -1.4292 5.6648
H 3.7184 2.9006 3.0383
H 2.8221 3.0004 4.5348
H 2.0052 2.3796 3.1365
H 4.0985 0.8302 4.7043
H 3.8784 0.4572 3.1049
H 1.3825 0.0805 3.3039
H 1.6290 0.5076 4.9355
H 2.4848 -2.1244 2.3668
H 4.0461 -2.0380 3.0007
H 3.5662 -4.2806 2.7174
H 3.7040 -4.0878 4.4342
H 0.9629 -4.3383 3.1983
H 1.7826 -5.4470 4.3098
H 0.1478 -3.9244 5.3819
H 1.7515 -3.9026 6.0533
H 0.4625 -1.9190 4.1146
H 0.7218 -1.5575 5.8538
H 3.1324 -0.6220 6.3377
H 4.4016 -1.3089 5.2022
H 3.3248 -2.3663 6.2129
C 0.6592 1.1414 -0.5545
F 1.4947 1.6826 -1.3963
F 0.2822 2.1297 0.2614
F -0.4471 0.7173 -1.1587
S 1.5210 -0.3590 0.2658
O 2.7189 0.2157 0.8188
O 0.4692 -0.7422 1.2532
O 1.7761 -1.3789 -0.7746
C -5.1134 0.0225 -3.5307
F -4.7963 -0.0624 -4.8736
F -5.9882 1.0511 -3.3683
F -5.6411 -1.1453 -3.0776
S -3.4844 0.4767 -2.5590
O -3.8335 0.5808 -1.1392
O -2.4563 -0.5486 -2.8506
O -3.1386 1.8223 -3.0708
*
```

The gap between HOMO and LUMO is 9.280 eV. As for the energy above the lowest of the compared OMol25 structures with the same formula, charge and spin: 0.0000 eV.



3 unconnected molecules or ions with the total composition C3H11NO2 in a non-equilibrium geometry. Source: the OMol25 dataset; level of theory: ωB97M-V/def2-TZVPD.

The geometry in ORCA input format:
```
! RIJCOSX wB97M-V def2-TZVPD def2/J DEFGRID3
* xyz 0 1
C -2.1737 0.2049 2.6562
C -1.7154 1.1492 1.8485
N -0.4112 0.9550 1.2599
C -0.2544 1.6588 -0.0016
H -1.7435 -0.7818 2.5201
H -3.0768 0.1868 3.2496
H -2.1882 2.0775 1.5368
H 0.2213 1.3392 1.9499
H -1.1755 2.0617 -0.4280
H 0.1778 1.0323 -0.7868
H 0.4218 2.5239 -0.0147
O 3.8226 -1.7766 -3.1513
H 4.3204 -2.5025 -2.7731
H 3.5737 -2.0243 -4.0428
O 0.2776 -1.7016 -1.2977
H 0.2814 -2.3612 -0.6037
H -0.3576 -2.0412 -1.9209
*
```

The gap between HOMO and LUMO is 9.458 eV. The SMILES is C=CNC.O.O. As for the energy above the lowest of the compared OMol25 structures with the same formula, charge and spin: 1.6842 eV.



A molecular structure, C20H15BCl2F7NO2S in a non-equilibrium geometry. Source: the OMol25 dataset; level of theory: ωB97M-V/def2-TZVPD.

The geometry in ORCA input format:
```
! RIJCOSX wB97M-V def2-TZVPD def2/J DEFGRID3
* xyz 0 1
C -5.5630 1.0611 -3.7268
C -5.1248 0.2792 -2.5581
C -5.4857 -1.0007 -2.1833
C -4.7998 -1.4436 -0.9995
C -3.8961 -0.5629 -0.4954
B -2.9554 -0.8247 1.0369
C -1.4851 -0.3798 0.3623
C -1.0612 0.9465 0.4333
C 0.2459 1.2748 0.0696
C 0.6844 2.7091 0.0555
F 1.1584 3.0804 -1.1759
F -0.3233 3.5707 0.3820
F 1.7066 2.9273 0.9528
C 1.1502 0.2888 -0.2819
C 0.7325 -1.0314 -0.3024
C 1.7050 -2.1088 -0.6703
F 2.8075 -2.0839 0.1486
F 1.1608 -3.3592 -0.5675
F 2.1590 -1.9673 -1.9544
C -0.5863 -1.3668 0.0136
O -4.1074 0.0614 1.4621
C -4.3057 -0.6270 2.7090
C -3.9094 -2.1228 2.4767
O -3.4020 -2.2459 1.1355
S -3.9916 0.9199 -1.3885
H -6.1775 0.4294 -4.3753
H -6.1493 1.9365 -3.4142
H -4.6968 1.4216 -4.2993
H -6.2065 -1.5838 -2.7323
H -4.9841 -2.4297 -0.5586
H -1.7479 1.7250 0.7820
H 2.1635 0.5460 -0.5384
H -0.9238 -2.4138 -0.0085
H -3.6984 -0.2265 3.5463
H -5.3539 -0.5329 2.9148
H -3.1533 -2.4377 3.2154
H -4.7882 -2.7594 2.5089
Cl -0.2128 -3.0903 2.9611
C 0.5229 -1.5958 3.3563
N -0.2447 -0.6431 3.8701
F -2.1756 -0.7239 2.1698
C 0.1269 0.6202 3.6949
Cl -1.0846 1.8227 3.7184
C 1.4879 0.9488 3.5752
C 2.3942 -0.1157 3.4269
C 1.8930 -1.4028 3.2404
H 1.7364 1.9703 3.6926
H 3.4569 0.0679 3.4622
H 2.4845 -2.2930 3.0894
*
```

The gap between HOMO and LUMO is 6.175 eV.



C5H6N2O in the gas phase in a non-equilibrium geometry. Source: the OMol25 dataset; level of theory: ωB97M-V/def2-TZVPD.

The geometry in ORCA input format:
```
! RIJCOSX wB97M-V def2-TZVPD def2/J DEFGRID3
* xyz 0 1
N -0.8071 1.6430 -0.1977
C 0.1974 0.6058 0.0118
C 1.6552 0.6221 0.0869
C 2.0215 -0.8053 -0.0286
N 1.0134 -1.6362 -0.2081
C -0.0696 -0.8222 -0.1373
C -1.2917 -1.3228 0.1077
O -2.5257 -0.7446 0.0048
H -0.4122 2.4617 -0.5877
H -1.2127 1.8764 0.7443
H 2.1876 1.5761 0.3935
H 3.0344 -1.3197 0.0163
H -1.4637 -2.4066 0.1410
H -2.3269 0.2725 -0.3470
*
```

The gap between HOMO and LUMO is 8.811 eV. The SMILES is NC1=CC=N/C1=C/O. As for the energy above the lowest of the compared OMol25 structures with the same formula, charge and spin: 1.9584 eV.